Entry from the OMol25 dataset: a cluster of 6 separate species, C30H49IN7O2 in total in a non-equilibrium geometry (ωB97M-V with the def2-TZVPD basis set).

Atoms and positions in Å:
C: 3.8968 4.4467 -1.3353
C: -4.4741 2.3549 -1.3042
C: -3.1679 -1.3069 1.0381
H: 4.2716 5.9401 -3.5942
C: -3.5019 0.3529 -0.6811
H: -1.0195 -2.0257 -0.6403
C: -5.9525 0.4842 -0.7767
C: 2.9414 5.3324 -2.0000
H: 1.1434 -1.6837 7.5398
C: -1.6247 -2.1802 -1.5392
C: -6.3759 1.7702 1.1501
H: 7.0579 -6.2253 -0.0828
H: -0.8443 -3.1936 7.7635
C: 1.1907 -4.1496 6.2127
N: 1.4550 -3.8582 5.1335
N: -3.6448 -0.9999 -0.3247
H: 3.8277 7.8802 -1.2635
H: 2.9091 -1.5332 2.7801
H: -1.5073 -3.2286 -1.8217
H: 6.1827 -4.8162 0.4881
H: 2.8621 6.9639 -3.3885
C: -2.1187 2.2473 -1.1635
C: -2.6964 5.6628 -5.9053
N: 4.6468 3.7542 -0.8115
H: 7.5069 -5.0729 -2.2640
N: 3.4422 -4.0936 -1.6568
H: 6.6653 -3.6352 -1.6677
H: 4.6843 -6.6512 -0.3322
H: 0.2764 -3.1109 2.7710
O: -6.8435 1.3301 -0.1285
C: -3.7226 3.4523 -5.4659
H: -1.2191 -1.5875 -2.3645
C: 0.2748 -1.0559 2.3329
C: -2.2468 0.9259 -0.7981
H: -5.9231 -0.4751 -0.2587
H: -5.5076 1.2053 1.5099
H: 8.1488 -4.1745 -0.8873
H: -1.9763 2.3243 -6.0908
C: 4.4493 7.3861 -2.0129
H: -2.1045 -1.5445 1.0699
H: 0.2695 -5.4320 7.5736
C: 0.0745 -3.4159 8.3103
C: -3.5462 4.6069 -6.4541
C: -3.2875 2.9670 -1.4318
N: -2.0234 6.4873 -5.4762
H: 2.0871 -1.9458 0.4462
H: 1.7949 -2.3221 9.0557
H: -6.0592 2.8172 1.0422
C: 4.1939 -4.9157 -1.3804
H: 1.8748 -3.6616 0.8271
C: 2.3191 -2.4256 2.5582
H: -3.1214 4.2406 -7.3903
I: -0.3028 3.2744 -1.3550
H: -2.5998 1.8800 -4.4993
C: 0.8759 -2.1324 8.4985
H: -5.3849 2.9075 -1.5124
H: 2.2955 5.8015 -1.2534
O: -3.9097 -2.4642 -2.0726
H: -1.6886 3.3776 -4.6985
H: -3.6943 -2.1816 1.4360
H: -3.3725 -0.4596 1.6959
H: 2.7415 -3.2372 3.1445
C: 0.8659 -2.2193 2.9927
C: 7.2314 -4.5179 -1.3653
H: 4.8812 8.1555 -2.6524
H: -4.1495 3.8238 -4.5304
H: -4.5227 5.0301 -6.6960
H: -6.3223 0.2806 -1.7863
H: 5.2701 6.8828 -1.4996
C: -2.4179 2.7190 -5.1748
C: 3.6292 6.4079 -2.8460
H: 1.7787 -4.7407 8.1354
H: -3.2248 4.0087 -1.7206
C: 2.4450 -2.7640 1.0752
N: -0.1914 -0.1481 1.8036
C: 5.1557 -5.9613 -1.0349
H: -4.4411 2.7432 -5.8819
H: 0.2907 -1.4000 9.0541
H: -1.3754 0.3213 -0.5773
H: -0.2228 -3.7923 9.2904
H: -7.1650 1.7585 1.9024
C: 0.8614 -4.5149 7.5888
H: 2.2964 4.7298 -2.6459
H: 5.4027 -6.5396 -1.9270
C: -3.1140 -1.9117 -1.3498
N: -4.5972 1.0829 -0.9230
C: 6.4314 -5.3919 -0.4061
H: 3.4852 -2.9459 0.8142
H: 0.8205 -2.0741 4.0663

Results
* charge: +1
* spin multiplicity: 1



Entry from the OMol25 dataset: a structure of composition C30H49N7O11 in a non-equilibrium geometry (ωB97M-V with the def2-TZVPD basis set).

Atoms and positions in Å:
H: 32.4235 -21.2547 26.0455
H: 23.2990 -23.8803 26.8241
O: 22.3435 -18.0196 28.4419
O: 27.5032 -21.1137 29.8029
H: 23.0551 -14.2601 28.1632
C: 30.8167 -19.6669 26.5955
O: 27.5763 -27.1445 33.8451
H: 24.8265 -16.6777 25.9841
N: 26.9342 -19.3669 34.2285
H: 26.5657 -19.2469 28.6568
H: 29.0078 -13.4857 31.9969
C: 25.8764 -18.2871 28.9082
N: 31.7004 -17.7517 22.6949
C: 30.2610 -25.8312 34.0157
C: 25.1262 -23.5845 29.0529
C: 26.0300 -18.3506 34.4657
O: 29.2247 -20.0552 30.3760
C: 27.0301 -15.6479 31.5909
H: 30.2919 -22.0684 32.4558
C: 28.9948 -17.1328 31.2401
C: 22.8857 -15.4627 28.7526
H: 27.7819 -20.5066 32.6525
C: 28.9069 -25.2144 33.3057
O: 30.8812 -16.9148 22.1704
C: 31.5002 -18.3556 23.8728
C: 30.2058 -17.9387 24.7243
C: 26.3007 -16.9579 28.2980
H: 26.5252 -16.6178 31.4839
H: 25.3523 -14.9456 28.0878
C: 26.9191 -20.0153 32.9083
H: 29.0020 -18.2752 26.7594
H: 33.0535 -20.1143 23.9511
H: 21.7520 -15.8522 28.6657
H: 28.8908 -17.9157 31.9193
C: 25.1961 -15.9459 28.5759
H: 30.0772 -17.1557 31.1886
O: 23.9151 -23.7383 29.3710
H: 29.5122 -14.3786 30.5140
O: 29.4748 -22.0374 29.6093
H: 27.6611 -19.7373 36.2976
O: 25.8674 -17.9391 35.6195
C: 24.4102 -24.0300 26.6821
C: 30.1540 -22.9657 32.9065
H: 24.8169 -20.5429 26.9230
H: 26.3994 -21.8864 26.5826
C: 24.5902 -18.8775 28.3407
C: 29.8931 -18.7292 26.0802
H: 24.5150 -23.4462 25.7043
C: 23.7706 -16.1547 26.4974
O: 26.6870 -25.5431 32.6197
H: 26.1825 -20.8055 32.8984
N: 27.6768 -26.0073 33.2950
H: 24.5964 -24.9291 26.4237
H: 23.4900 -15.1979 26.3570
N: 25.3757 -23.4923 27.7206
H: 32.3104 -25.4428 34.5105
H: 30.3753 -26.8366 34.3166
H: 27.3729 -16.7129 28.6899
H: 27.9142 -23.3480 32.1082
C: 31.4689 -24.8695 34.0598
C: 24.4579 -19.5036 26.9141
O: 32.7380 -18.0188 22.0640
H: 26.9302 -23.5356 26.4161
H: 30.1788 -14.7583 32.3703
H: 27.7782 -21.1591 35.0161
H: 25.8810 -23.4406 29.6804
H: 23.4712 -19.8311 26.5970
H: 25.0481 -15.8467 29.6748
H: 32.3934 -23.0190 33.5107
H: 24.8772 -20.7758 29.5841
C: 31.9890 -20.2916 25.8020
C: 29.3616 -14.6042 31.5025
H: 28.6587 -17.4041 30.3486
O: 26.6263 -14.5764 32.0064
H: 25.8870 -18.1444 29.9867
N: 23.5611 -17.7800 28.4676
C: 28.8702 -23.8043 32.6992
H: 26.6140 -19.3051 32.1180
C: 32.2870 -19.5684 24.4064
C: 26.6521 -22.7775 27.1947
H: 23.4737 -20.5427 28.9844
N: 28.7378 -21.0629 29.8901
C: 31.3617 -23.5032 33.5769
H: 28.8469 -20.0280 34.8573
H: 23.6705 -19.6125 30.2376
H: 26.3891 -17.1792 27.4159
C: 27.7491 -19.9824 35.1599
C: 23.8046 -16.3937 28.0482
H: 25.1369 -19.0570 26.1854
H: 27.4988 -22.6686 27.5935
C: 24.1323 -20.0099 29.3559
H: 30.3601 -20.0972 27.5257
H: 23.0107 -15.2523 29.8394
H: 23.1068 -16.5594 25.7823
H: 29.5321 -17.3746 24.3170
N: 28.4093 -15.7277 31.3704
H: 25.6451 -18.1390 33.5935

Results
* charge: 0
* energy above the lowest of the compared OMol25 structures with the same formula, charge and spin: 541.75 kJ/mol
* spin multiplicity: 1



Entry from the OMol25 dataset: a cluster of 3 separate species, C30H50Cl3N5O8P in total in a non-equilibrium geometry (ωB97M-V with the def2-TZVPD basis set).

Atoms and positions in Å:
H: -0.1539 -0.2575 -4.9097
H: 2.3218 0.6985 3.9264
H: 1.5369 -0.8813 3.1186
H: 1.7753 -1.2875 -1.7230
C: 0.5264 2.8687 7.8795
H: 0.7890 -4.7195 2.8366
C: 4.8742 -5.0944 -1.9525
H: -0.9714 -2.7166 -0.5823
C: 2.7181 -5.9170 -0.7850
C: 3.1042 -3.4108 -0.8551
H: 0.5443 -2.9446 2.7503
O: 1.3457 -1.8584 0.1714
H: 4.6482 -6.0171 -2.5616
C: 1.8495 -3.1148 -0.1763
C: 1.4780 -5.6306 -0.0670
P: 2.4415 1.9142 -2.2309
C: -2.1305 2.8954 1.6981
H: 2.4654 -0.3675 -5.3932
H: 1.7113 1.6847 -5.6297
H: -3.1013 3.1182 -4.4931
C: 0.7194 1.7013 -5.0885
H: -3.7482 1.5235 -4.9989
N: 0.8717 0.3097 -0.5196
O: 0.5138 4.0851 7.9303
H: -2.7883 4.3190 -2.8124
C: 1.9100 -0.5946 -4.4415
H: -3.7019 -0.1650 1.6566
H: -0.0531 -0.1711 -0.5325
H: 0.2263 1.1797 6.6758
C: -3.8558 2.3228 -4.2216
H: 1.9170 2.9449 0.7745
Cl: 1.6268 3.6719 3.4076
H: 5.0579 -4.2787 -2.6958
C: 1.9922 0.1411 3.0071
H: -0.1860 -0.4492 1.5801
O: -3.5994 0.6248 -2.5808
H: -0.8402 -4.0895 3.2235
H: -3.0581 3.2926 2.2061
H: 1.5418 -1.6587 -4.5013
H: -0.1162 -0.7170 -2.5743
H: 2.6094 -0.5184 -3.5757
N: 0.8441 2.0918 8.9524
H: -2.2847 1.7950 1.6052
N: 0.2227 2.1803 6.7415
C: -0.9570 3.2354 -2.3640
H: -0.0173 2.7244 5.9294
O: 0.1640 3.2243 -0.2527
C: -5.1422 -1.6176 1.1990
C: 2.1774 0.6672 1.7275
H: 5.7421 -5.3189 -1.2874
C: -2.4217 3.7134 -1.9300
O: -5.8125 -2.5403 1.6226
H: -2.3731 4.4609 -1.0897
C: 0.9206 1.0067 0.8023
C: -0.3343 2.3346 -1.2572
H: 2.9779 -6.9748 -0.9993
H: 1.0736 2.5654 9.8087
C: -1.3089 -3.0320 0.4362
H: -0.0467 1.8126 -5.9056
C: 0.6100 0.3272 -4.3102
C: 0.7319 1.2228 -1.7452
H: 0.8601 1.0895 8.9312
H: 3.5892 2.7609 -0.5124
H: 3.2332 0.8667 1.4308
O: 3.4944 1.8678 -0.9025
H: -2.3899 -3.3123 0.4995
C: 3.5511 -4.7639 -1.1807
H: 3.7692 -2.5692 -1.1815
C: -3.5650 1.8219 -2.7750
H: -1.0932 0.6784 -3.0015
H: -1.0966 2.7677 -3.3677
C: -0.3244 -4.1273 1.0097
H: -0.4157 4.2075 -2.5465
C: 0.0401 -3.9264 2.5410
N: -4.2641 -0.9276 1.9848
C: -0.0140 0.3772 -2.8615
O: -3.3181 2.6227 -1.6712
Cl: -1.3154 4.0202 4.2033
H: 0.8552 -6.4983 0.2531
C: 0.8475 2.5791 0.8255
C: -0.9298 3.3173 2.5918
H: 2.9004 -0.5727 -0.5418
H: -5.8441 -1.6782 -0.7032
C: 0.3644 3.1565 2.2157
Cl: 2.3298 3.9985 -2.6079
H: -4.8811 2.7590 -4.3259
H: -4.1877 -1.2121 2.9458
H: -4.6636 -0.4346 -0.4642
H: -2.0575 3.4459 0.7323
O: -0.1956 0.5320 1.5868
C: 1.0215 -4.2622 0.2347
C: 1.8222 -0.8169 -0.6946
N: -5.2079 -1.1933 -0.0946
H: -1.1818 1.7368 -0.7870
H: 0.7382 2.6169 -4.4493
H: -0.8519 -5.1226 0.9569
H: -1.1969 -2.1195 1.1025

Results
* charge: +1
* energy above the lowest of the compared OMol25 structures with the same formula, charge and spin: 0.00 kJ/mol
* spin multiplicity: 1



It is found that the DFT total energy values, taken in the order of the records, are -54523.0605, -64825.7409, -102596.8511 eV.
It is found that the orbital gap values, taken in the order of the records, are 8.835, 4.025, 7.891 eV.